Computed, not measured: a structure of composition C18H36CuN5O3, with ωB97M-V with the def2-TZVPD basis set.

XYZ file:
```
63
Properties=species:S:1:pos:R:3:forces:R:3:mulliken_spin:R:1
Cu -0.128352 -0.924884 1.082814 -0.079 -0.246 -0.270 0.697
N 0.275467 -1.817926 2.911691 -0.074 0.211 -0.055 0.068
C 0.953725 -3.123004 2.765334 -0.052 0.144 -0.119 -0.004
C 2.005152 -3.001742 1.670130 -0.076 0.068 -0.022 -0.002
N 1.433065 -2.430943 0.445135 -0.033 0.077 0.079 0.039
C 0.810580 -3.374820 -0.493106 -0.057 0.066 0.023 -0.002
C -0.569044 -3.855138 -0.043106 0.078 0.187 0.055 0.002
N -1.374122 -2.724906 0.437988 -0.195 0.108 0.076 0.037
H -0.527939 -1.884602 3.527555 0.042 -0.079 0.014 -0.002
H 0.910599 -1.130941 3.312608 -0.005 -0.076 0.076 -0.004
H 1.429060 -3.431765 3.694786 0.029 -0.015 0.086 0.002
H 0.206411 -3.870727 2.514596 -0.024 0.016 0.014 0.001
H 2.785471 -2.319581 2.016074 0.009 -0.021 -0.024 0.000
H 2.470776 -3.974638 1.494170 0.018 -0.063 -0.020 0.001
H 2.144102 -1.909043 -0.053734 0.006 -0.184 0.031 -0.005
H 0.707115 -2.847828 -1.441984 -0.006 0.036 0.010 -0.001
H 1.447134 -4.247796 -0.659445 0.063 -0.036 -0.028 0.002
H -1.036117 -4.359083 -0.887970 -0.054 -0.077 -0.075 0.001
H -0.483017 -4.595981 0.749296 -0.001 -0.001 0.045 0.000
H -1.721569 -2.175500 -0.347162 0.046 -0.026 0.043 -0.006
H -2.168372 -3.036134 0.982810 -0.028 -0.127 -0.075 -0.001
C 0.633086 3.567828 4.196451 -0.005 -0.037 -0.044 0.000
O 1.289294 2.408798 3.654588 0.020 0.131 0.135 0.000
C 0.664615 1.648639 2.774464 0.117 -0.145 -0.292 -0.003
O 1.201809 0.637583 2.341300 -0.017 0.265 0.141 0.002
N -0.586014 2.027874 2.393376 0.024 -0.157 0.081 -0.002
N -1.194667 1.229580 1.425705 0.015 -0.230 0.051 0.025
H 1.290075 3.942828 4.969549 0.070 0.013 0.042 0.000
H -0.328767 3.300720 4.634619 0.024 -0.008 0.023 0.000
H 0.511854 4.333362 3.428743 0.016 0.011 -0.002 0.000
H -0.907783 2.969374 2.531088 -0.032 0.119 -0.032 0.001
H -1.075399 1.621206 0.493011 -0.037 -0.074 -0.045 -0.003
H -2.179051 1.120875 1.628756 -0.085 0.062 0.026 -0.002
C 2.908672 1.633663 -0.316411 -0.037 0.067 0.020 0.002
C 2.105800 0.517371 -0.990569 0.007 0.212 -0.133 0.000
C 3.007191 -0.324601 -1.899287 -0.055 -0.029 -0.054 0.001
C 0.899759 1.062585 -1.740794 0.232 -0.068 0.034 0.016
C 1.099642 2.035318 -2.718830 0.151 -0.046 0.123 -0.008
C 0.048588 2.576298 -3.433526 -0.020 0.005 -0.035 0.010
C -1.237653 2.155915 -3.146059 -0.176 0.031 0.023 -0.006
C -1.486446 1.193121 -2.175265 -0.304 0.060 -0.108 0.013
C -2.911031 0.753109 -1.876979 -0.010 0.104 -0.123 0.001
C -3.517659 -0.008385 -3.058326 0.000 -0.010 -0.029 0.001
C -3.800114 1.936721 -1.485329 -0.004 0.004 -0.047 0.000
C -0.407442 0.600148 -1.497532 -0.015 -0.289 0.424 0.009
O -0.699546 -0.418006 -0.649769 0.594 0.067 -0.330 0.130
H 3.678791 1.219925 0.341026 -0.049 0.038 -0.059 0.000
H 2.258039 2.279947 0.282475 0.093 -0.101 -0.053 -0.001
H 3.401410 2.263755 -1.060051 0.003 -0.024 0.039 0.000
H 1.746269 -0.132467 -0.200551 -0.169 0.129 0.115 -0.007
H 3.462520 0.300029 -2.670409 -0.007 -0.036 0.005 0.000
H 2.435841 -1.104914 -2.411822 0.049 0.024 0.040 0.000
H 3.822022 -0.791786 -1.334415 -0.038 0.045 -0.031 0.000
H 2.109909 2.373767 -2.929988 -0.061 -0.036 0.041 0.000
H 0.228328 3.317510 -4.201255 -0.006 -0.009 0.025 0.001
H -2.070296 2.587372 -3.692501 0.018 -0.030 0.039 0.000
H -2.867129 0.069448 -1.030549 0.022 -0.039 0.063 -0.004
H -3.617935 0.647107 -3.928015 0.012 -0.050 0.040 0.000
H -4.512113 -0.390325 -2.810584 0.058 0.034 -0.014 0.000
H -2.885901 -0.851188 -3.348919 -0.034 0.036 0.016 0.000
H -3.932010 2.623711 -2.325127 0.002 -0.015 0.068 0.000
H -3.364083 2.508842 -0.660708 -0.027 -0.003 -0.021 0.000
H -4.792602 1.594324 -1.180058 0.056 0.016 -0.027 0.000
```
Positions in Å, forces in eV/Å.

Output
- Molecular weight: 434.1 g/mol
- Electronic energy: -77478.228 eV
- Highest occupied orbital energy (alpha / beta): -0.374 / -0.374 hartree
- Gap between HOMO and LUMO (alpha / beta): 0.2818 / 0.2437 hartree
- Total charge: +1
- 2S+1: 2